1.
12
Properties=species:S:1:pos:R:3:mulliken_charge:R:1 method="wB97M-V/def2-TZVPD" spin_multiplicity=1 total_charge=0 relative_energy_kcal_mol=69.4 e_tot_ha=-397.72615
N 1.22 1.13 0.73 -0.39
C 0.25 0.40 0.17 0.57
O -0.81 1.00 -0.35 -0.48
C -0.13 -1.01 0.61 -0.48
O -1.16 -1.25 -0.33 -0.38
C -0.85 -0.25 -1.29 0.28
O 0.41 -0.25 -1.62 -0.66
H 2.01 0.66 1.16 0.24
H 1.38 2.05 0.35 0.26
H 0.71 -1.70 0.53 0.30
H -0.55 -1.01 1.62 0.34
H -1.66 -0.18 -2.03 0.39

---

2.
66
Properties=species:S:1:pos:R:3:mulliken_charge:R:1 method="wB97M-V/def2-TZVPD" spin_multiplicity=1 total_charge=0 e_tot_ha=-2758.68008
C 1.25 1.00 2.10 -0.99
C -0.24 0.90 2.07 0.77
N -0.94 1.25 3.07 -0.80
C -0.82 0.34 0.79 -1.13
C -0.33 -1.10 0.61 0.21
C -0.38 -1.97 1.64 -0.97
C 0.09 -3.32 1.53 0.51
C -0.02 -4.14 2.80 -1.69
C 1.39 -4.25 3.47 -0.53
N 1.96 -2.96 3.83 -0.63
C 0.60 -3.81 0.36 0.79
C 1.06 -5.24 0.21 -1.39
C 2.53 -5.47 -0.02 0.52
O 3.13 -6.27 0.65 -0.55
O 3.16 -4.77 -0.98 -0.42
C 0.66 -2.89 -0.73 1.08
N 1.11 -3.16 -1.96 -0.55
S 1.00 -1.82 -2.82 0.11
N 0.35 -0.83 -1.73 -0.62
C 0.21 -1.54 -0.62 0.66
H 1.68 0.97 1.11 0.32
H 1.54 1.89 2.66 0.34
H 1.63 0.13 2.64 0.11
H -1.92 1.09 2.86 0.27
H -0.51 0.95 -0.05 0.35
H -1.90 0.29 0.86 0.47
H -0.79 -1.67 2.59 0.44
H -0.41 -5.13 2.60 0.46
H -0.65 -3.61 3.51 0.45
H 1.37 -4.93 4.31 0.37
H 2.04 -4.66 2.71 0.26
H 2.34 -2.50 3.02 0.29
H 1.28 -2.34 4.25 0.31
H 0.83 -5.81 1.10 0.28
H 0.49 -5.69 -0.60 0.55
H 3.78 -5.37 -1.40 0.36
O -3.95 0.95 -7.36 -0.64
S -4.26 -0.14 -6.49 1.22
O -4.82 0.11 -5.20 -0.60
O -2.97 -1.06 -6.33 -0.26
C -1.75 -0.43 -5.90 -0.42
C -1.76 -0.08 -4.42 -0.93
C -5.27 -1.31 -7.33 -0.94
H -1.55 0.45 -6.51 0.35
H -0.97 -1.16 -6.10 0.24
H -2.49 0.68 -4.19 0.40
H -0.78 0.29 -4.11 0.34
H -2.00 -0.96 -3.82 0.25
H -4.83 -1.52 -8.30 0.32
H -6.25 -0.85 -7.45 0.37
H -5.34 -2.21 -6.73 0.31
O 1.47 4.29 2.23 -0.53
S 2.19 5.52 2.37 1.16
O 3.20 5.65 3.38 -0.63
O 1.15 6.70 2.49 -0.30
C 0.15 6.62 3.53 -0.30
C 0.71 6.88 4.91 -1.00
C 2.88 5.98 0.82 -0.98
H -0.34 5.64 3.48 0.30
H -0.59 7.37 3.28 0.27
H 1.41 6.10 5.21 0.30
H -0.10 6.90 5.64 0.39
H 1.24 7.83 4.94 0.27
H 2.11 5.90 0.05 0.31
H 3.70 5.29 0.61 0.37
H 3.26 6.99 0.89 0.35

---

3.
8
Properties=species:S:1:pos:R:3:mulliken_charge:R:1 method="wB97M-V/def2-TZVPD" spin_multiplicity=1 total_charge=0 smiles="OC=S.S" relative_energy_kcal_mol=17.8 e_tot_ha=-912.06322
O -0.40 -1.28 0.57 -0.38
C 0.58 -0.37 0.54 -0.04
S 2.03 -0.65 -0.11 -0.27
H -1.18 -0.90 1.01 0.46
H 0.32 0.59 1.00 0.31
S -1.71 1.35 -0.50 -0.17
H -1.62 0.46 0.50 -0.07
H -3.04 1.23 -0.58 0.16

---

4.
76
Properties=species:S:1:pos:R:3:mulliken_charge:R:1 method="wB97M-V/def2-TZVPD" spin_multiplicity=1 total_charge=+2 e_tot_ha=-2282.64031
C 0.15 3.14 -2.50 -0.30
N 0.36 1.88 -2.97 -0.25
N 0.53 1.91 -4.33 0.10
C 0.41 3.21 -4.74 -0.12
C 0.18 4.00 -3.61 -1.02
B 0.73 0.53 -5.08 -0.36
N 1.89 -0.37 -4.51 0.05
N 1.96 -0.68 -3.17 0.28
C 3.00 -1.52 -3.01 -0.11
C 3.63 -1.75 -4.27 -1.00
C 2.87 -1.03 -5.20 0.06
Hg -0.27 0.13 -1.74 1.64
N -0.61 -0.29 -5.05 0.20
N -1.18 -0.77 -3.89 -0.20
C -2.31 -1.43 -4.25 -0.41
C -2.48 -1.35 -5.66 -1.03
C -1.37 -0.63 -6.12 -0.08
H -2.98 -1.93 -3.57 0.48
H -1.07 -0.33 -7.11 0.44
H -3.28 -1.73 -6.25 0.42
H 1.01 0.79 -6.22 -0.06
H 2.98 -0.97 -6.27 0.49
H 0.45 3.55 -5.78 0.45
H 4.49 -2.34 -4.46 0.46
H 0.05 5.06 -3.58 0.42
H 3.32 -1.97 -2.07 0.47
H -0.03 3.38 -1.47 0.53
H -0.30 -2.02 -1.59 0.40
C 0.20 -2.42 -0.69 -0.35
H 0.81 -3.28 -1.00 0.47
H 0.80 -1.68 -0.18 -0.38
H -0.52 -2.79 0.04 -0.15
C -2.03 -3.66 2.34 -1.70
C -2.17 -2.19 2.72 1.41
C -3.44 -1.58 2.11 -1.39
C -2.18 -2.03 4.24 -1.32
O -0.99 -1.55 2.20 -0.40
Si -0.52 0.00 1.89 0.36
S -1.67 0.76 0.41 -0.36
O -0.51 0.95 3.23 -0.09
C -1.06 2.23 3.61 1.63
C -1.18 3.19 2.43 -1.69
C -2.43 2.00 4.24 -1.52
C -0.07 2.77 4.64 -1.58
O 1.05 -0.30 1.55 0.56
C 2.47 -0.05 1.77 1.59
C 2.99 0.62 0.50 -1.20
C 2.66 0.86 2.97 -1.51
C 3.18 -1.38 2.02 -1.72
H -2.87 -4.24 2.72 0.46
H -1.10 -4.07 2.77 0.37
H -1.99 -3.79 1.25 0.36
H -4.30 -2.17 2.49 0.52
H -3.56 -0.53 2.41 0.17
H -3.41 -1.62 1.01 0.26
H -1.25 -2.42 4.67 0.31
H -2.29 -0.97 4.52 0.10
H -3.04 -2.59 4.64 0.50
H -1.94 2.87 1.71 0.37
H -1.49 4.17 2.82 0.54
H -0.21 3.29 1.91 0.30
H -2.36 1.31 5.10 0.30
H -2.81 2.96 4.62 0.49
H -3.15 1.62 3.51 0.22
H 0.10 2.05 5.45 0.33
H 0.89 2.99 4.15 0.33
H -0.42 3.71 5.07 0.49
H 2.42 1.53 0.29 0.27
H 4.05 0.89 0.62 0.54
H 2.91 -0.05 -0.37 -0.02
H 2.25 0.40 3.88 0.36
H 3.74 1.02 3.11 0.57
H 2.20 1.84 2.80 0.13
H 2.85 -1.84 2.95 0.40
H 3.05 -2.09 1.19 0.25
H 4.27 -1.21 2.11 0.44